The following is a quantum chemistry calculation of one molecule with the formula C4H9NO, from OMol25.

Results
Total energy ... -287.7616 Eh
Molecular weight ... 87.122 g mol⁻¹
Multiplicity ... 1
SMILES string ... C[C@H]1N[C@H]1CO
Charge ... 0
LUMO level ... 1.0688 eV

Positions of all 15 atoms, in Å:
1 C -1.793 0.491 0.395
2 C -0.897 -0.093 -0.668
3 N 0.256 0.700 -1.097
4 C 0.481 -0.594 -0.443
5 C 1.240 -0.492 0.858
6 O 2.552 -0.031 0.617
7 H -2.359 -0.299 0.902
8 H -1.219 1.046 1.141
9 H -2.509 1.186 -0.057
10 H -1.439 -0.613 -1.460
11 H 0.393 0.634 -2.101
12 H 0.810 -1.415 -1.082
13 H 1.332 -1.474 1.331
14 H 0.711 0.170 1.559
15 H 2.442 0.784 0.105



The following is a quantum chemistry calculation of one molecule with the formula C4H9NO, from OMol25.

Results
Total energy ... -287.8254 Eh
Molecular weight ... 87.122 g mol⁻¹
Multiplicity ... 1
SMILES string ... CCNC(C)=O
Charge ... 0
LUMO level ... 0.9190 eV

Positions of all 15 atoms, in Å:
1 C 1.381 -1.656 -0.303
2 C 1.391 -0.271 0.344
3 N 0.316 0.610 -0.088
4 C -0.959 0.471 0.369
5 C -1.968 1.476 -0.168
6 O -1.270 -0.392 1.176
7 H 2.280 -2.209 -0.005
8 H 1.373 -1.591 -1.397
9 H 0.506 -2.227 0.020
10 H 1.321 -0.381 1.431
11 H 2.333 0.241 0.123
12 H 0.506 1.307 -0.789
13 H -1.662 1.961 -1.101
14 H -2.146 2.256 0.580
15 H -2.912 0.952 -0.330



The following is a quantum chemistry calculation of C4H9NO as an isolated structure, from OMol25.

Results
Total energy ... -287.6623 Eh
Molecular weight ... 87.122 g mol⁻¹
Multiplicity ... 1
Charge ... 0
LUMO level ... 0.6449 eV

Positions of all 15 atoms, in Å:
1 C -1.238 -0.782 0.419
2 N -0.372 0.381 0.346
3 C -0.998 1.456 -0.399
4 C 0.936 0.073 -0.133
5 C 1.793 -0.856 0.503
6 O 2.648 -1.300 -0.344
7 H -1.456 -1.218 -0.574
8 H -2.182 -0.499 0.896
9 H -0.777 -1.558 1.037
10 H -1.947 1.723 0.078
11 H -0.355 2.342 -0.390
12 H -1.202 1.187 -1.452
13 H 1.512 0.964 -0.402
14 H 1.844 -0.669 -1.112
15 H 1.794 -1.243 1.525



The following is a quantum chemistry calculation of one molecule with the formula C4H9NO, from OMol25.

Results
Total energy ... -287.6997 Eh
Molecular weight ... 87.122 g mol⁻¹
Multiplicity ... 1
Charge ... 0
LUMO level ... 0.4936 eV

Positions of all 15 atoms, in Å:
1 C -1.416 -0.809 1.289
2 C -0.521 -0.880 0.056
3 C 0.770 -0.125 0.253
4 O 1.328 0.067 1.304
5 N 1.359 0.438 -0.964
6 C 0.692 1.797 -1.311
7 H -1.753 0.218 1.460
8 H -2.297 -1.445 1.161
9 H -0.872 -1.136 2.178
10 H -0.239 -1.925 -0.144
11 H -1.038 -0.509 -0.834
12 H 1.274 -0.171 -1.777
13 H -0.355 1.531 -1.522
14 H 0.716 2.336 -0.354
15 H 2.351 0.610 -0.793



The following is a quantum chemistry calculation of a 2-piece molecular cluster, C4H9NO overall in a non-equilibrium geometry, from OMol25.

Results
Total energy ... -287.6630 Eh
Molecular weight ... 87.122 g mol⁻¹
Multiplicity ... 1
SMILES string ... [H]/N=C/C.CC=O
Charge ... 0
LUMO level ... 0.2277 eV

Positions of all 15 atoms, in Å:
1 H -1.269 2.562 -0.136
2 N -1.419 1.626 0.181
3 C -1.137 0.649 -0.439
4 C -1.424 -0.675 0.241
5 H -0.667 0.557 -1.463
6 H -2.285 -0.381 0.974
7 H -0.589 -1.051 0.771
8 H -1.697 -1.452 -0.576
9 C 1.464 -0.917 0.136
10 C 1.234 0.483 -0.312
11 O 1.511 1.263 0.685
12 H 2.493 -1.095 -0.013
13 H 0.885 -1.758 -0.110
14 H 1.611 -0.726 1.240
15 H 1.288 0.915 -1.180



The following is a quantum chemistry calculation of one molecule with the formula C4H9NO, from OMol25.

Results
Total energy ... -287.7442 Eh
Molecular weight ... 87.122 g mol⁻¹
Multiplicity ... 1
SMILES string ... C=NCOCC
Charge ... 0
LUMO level ... 1.0620 eV

Positions of all 15 atoms, in Å:
1 C 2.616 -0.287 -0.387
2 N 1.725 0.541 -0.742
3 C 0.906 0.915 0.399
4 O -0.470 0.962 0.236
5 C -1.102 -0.094 -0.468
6 C -2.370 -0.491 0.271
7 H 2.558 -0.860 0.551
8 H 3.505 -0.444 -0.985
9 H 1.210 1.940 0.623
10 H 1.247 0.298 1.257
11 H -0.428 -0.952 -0.585
12 H -1.343 0.270 -1.476
13 H -2.132 -0.925 1.249
14 H -3.001 0.388 0.436
15 H -2.943 -1.223 -0.311



The following is a quantum chemistry calculation of one molecule with the formula C4H9NO, from OMol25.

Results
Total energy ... -287.8251 Eh
Molecular weight ... 87.122 g mol⁻¹
Multiplicity ... 1
SMILES string ... CCNC(C)=O
Charge ... 0
LUMO level ... 0.9295 eV

Positions of all 15 atoms, in Å:
1 C 1.745 0.059 -1.333
2 C 0.866 1.011 -0.525
3 N -0.420 0.431 -0.178
4 C -0.614 -0.165 1.034
5 C -1.929 -0.892 1.247
6 O 0.230 -0.147 1.915
7 H 2.702 0.533 -1.579
8 H 1.259 -0.229 -2.272
9 H 1.951 -0.850 -0.758
10 H 1.350 1.257 0.424
11 H 0.697 1.944 -1.074
12 H -1.111 0.319 -0.904
13 H -2.567 -0.978 0.362
14 H -2.494 -0.402 2.046
15 H -1.665 -1.889 1.595



The following is a quantum chemistry calculation of an isolated ion of composition C4H9NO2 and charge -2 in a non-equilibrium geometry, from OMol25.

Results
Total energy ... -362.9063 Eh
Molecular weight ... 103.121 g mol⁻¹
Multiplicity ... 1
SMILES string ... N[C@H](C[O-])CC[O-]
Charge ... -2
LUMO level ... 7.3604 eV

Positions of all 16 atoms, in Å:
1 N -1.666 -0.294 -0.430
2 C -0.193 -0.087 -0.513
3 C 0.362 -0.988 -1.661
4 O -0.165 -0.667 -2.862
5 C 0.522 -0.082 0.872
6 C 0.138 1.075 1.826
7 O 1.071 1.138 2.857
8 H -1.741 -1.212 0.005
9 H -1.877 -0.535 -1.405
10 H -0.026 0.943 -0.852
11 H 0.107 -2.045 -1.333
12 H 1.490 -0.857 -1.654
13 H 0.386 -1.056 1.367
14 H 1.589 0.028 0.686
15 H -0.911 0.936 2.152
16 H 0.176 2.025 1.243



The following is a quantum chemistry calculation of one molecule with the formula C4H9NO2 in a non-equilibrium geometry, from OMol25.

Results
Total energy ... -363.0238 Eh
Molecular weight ... 103.121 g mol⁻¹
Multiplicity ... 1
SMILES string ... C[C@@H](O)CNC=O
Charge ... 0
LUMO level ... 0.9217 eV

Positions of all 16 atoms, in Å:
1 C -1.978 -0.852 -0.338
2 C -0.598 -0.246 -0.370
3 O -0.614 0.933 -1.117
4 C 0.129 -0.063 0.962
5 N 1.542 -0.192 0.591
6 C 2.147 0.969 0.135
7 O 1.595 2.047 -0.014
8 H -1.909 -1.851 0.103
9 H -2.321 -0.935 -1.372
10 H -2.702 -0.252 0.223
11 H 0.088 -1.049 -0.871
12 H 0.110 1.510 -0.804
13 H -0.068 0.900 1.449
14 H -0.114 -0.867 1.663
15 H 1.474 -0.910 -0.175
16 H 3.220 0.858 -0.065



The following is a quantum chemistry calculation of C4H9NO2 as an isolated structure, from OMol25.

Results
Total energy ... -362.9211 Eh
Molecular weight ... 103.121 g mol⁻¹
Multiplicity ... 1
Charge ... 0
LUMO level ... 0.4891 eV

Positions of all 16 atoms, in Å:
1 N 1.653 0.356 1.226
2 C 1.758 -0.956 1.078
3 O 2.697 -1.730 1.416
4 C 1.146 -2.066 0.481
5 C -1.490 -0.391 -0.701
6 C -1.258 1.027 -1.179
7 O -0.484 1.714 -0.192
8 H 2.449 0.859 1.589
9 H 0.884 0.864 0.786
10 H -0.553 -0.962 -0.685
11 H 0.547 -2.599 1.231
12 H -2.183 -0.906 -1.374
13 H -1.926 -0.381 0.303
14 H -0.729 1.023 -2.142
15 H -2.216 1.547 -1.317
16 H -0.294 2.602 -0.518



The following is a quantum chemistry calculation of one molecule with the formula C4H9NO2 in a non-equilibrium geometry, from OMol25.

Results
Total energy ... -362.9505 Eh
Molecular weight ... 103.121 g mol⁻¹
Multiplicity ... 1
SMILES string ... C[C@@H](CO)NC=O
Charge ... 0
LUMO level ... 0.7755 eV

Positions of all 16 atoms, in Å:
1 C -1.077 1.488 -0.254
2 C -0.251 0.305 0.253
3 C -0.975 -1.024 0.104
4 O -0.440 -2.041 0.904
5 N 1.021 0.266 -0.439
6 C 2.280 -0.382 -0.017
7 O 2.340 -1.368 0.688
8 H -0.520 2.430 -0.190
9 H -1.994 1.593 0.335
10 H -1.369 1.335 -1.301
11 H -0.017 0.452 1.318
12 H -2.015 -0.893 0.407
13 H -0.970 -1.286 -0.970
14 H 0.530 -2.034 0.820
15 H 1.009 0.413 -1.447
16 H 2.449 0.744 -0.211



The following is a quantum chemistry calculation of one molecule with the formula C4H9NO2 in a non-equilibrium geometry, from OMol25.

Results
Total energy ... -362.9859 Eh
Molecular weight ... 103.121 g mol⁻¹
Multiplicity ... 1
SMILES string ... C/C(O)=C(\O)CN
Charge ... 0
LUMO level ... 0.8206 eV

Positions of all 16 atoms, in Å:
1 C 1.388 -1.244 1.164
2 C 0.862 -0.228 0.204
3 O 1.639 0.870 -0.037
4 C -0.211 -0.427 -0.600
5 O -0.891 -1.630 -0.498
6 C -0.861 0.724 -1.220
7 N -1.352 1.620 0.113
8 H 1.504 -0.805 2.153
9 H 2.364 -1.609 0.840
10 H 0.707 -2.087 1.233
11 H 2.261 0.979 0.689
12 H -1.740 -1.542 -0.947
13 H -1.682 0.447 -1.899
14 H -0.132 1.390 -1.679
15 H -1.808 2.508 -0.085
16 H -2.046 1.032 0.571